#a
C4H8N2 | the ωB97M-V functional and the def2-TZVPD basis

Bonds (Å) are listed after each position.
Positions of all 14 atoms, in Å:
1 C 1.1863 -0.8453 0.3670  N2 1.247, C6 1.663, H7 1.329
2 N 1.0807 -0.0985 1.3597  C1 1.247, N3 1.387
3 N 0.1913 0.9654 1.3902  N2 1.387, C4 1.461, H8 1.000
4 C -0.9311 0.5255 0.5656  N3 1.461, C5 1.451, H9 1.076, H10 1.184
5 C -0.6609 0.4479 -0.8575  C4 1.451, C6 1.523, H11 1.111, H12 1.183
6 C 0.4054 -0.6166 -1.0833  C1 1.663, C5 1.523, H13 1.210, H14 1.107
7 H 1.9723 -1.8773 0.0763  C1 1.329
8 H 0.0127 0.7011 2.3385  N3 1.000
9 H -1.3426 -0.3446 1.0455  C4 1.076
10 H -1.7132 1.4029 0.4194  C4 1.184
11 H -1.4851 0.4930 -1.6009  C5 1.111
12 H 0.0445 1.3948 -0.7920  C5 1.183
13 H 1.3389 -0.5904 -1.8534  C6 1.210
14 H -0.0993 -1.5578 -1.3750  C6 1.107

## Properties
- HOMO energy: -9.3 eV
- Total charge: 0
- 2S+1: 1
- SMILES: C1=NNCCC1

#b
C4H8N2 | the ωB97M-V functional and the def2-TZVPD basis

Bonds (Å) are listed after each position.
Positions of all 14 atoms, in Å:
1 N 2.2867 0.7818 0.4464  C2 1.466, H7 1.018, H8 1.017
2 C 1.4310 0.1751 -0.5777  N1 1.466, C3 1.506, H9 1.097, H10 1.097
3 C 0.3641 -0.7180 -0.0014  C2 1.506, C4 1.321, H11 1.090
4 C -0.9305 -0.4642 -0.0704  C3 1.321, C5 1.452, N6 1.399
5 C -2.0776 0.3249 -0.4809  C4 1.452, N6 1.489, H12 1.087, H13 1.089
6 N -2.1928 -0.9223 0.3234  C4 1.399, C5 1.489, H14 1.017
7 H 2.7915 0.0442 0.9337  N1 1.018
8 H 1.6907 1.2085 1.1508  N1 1.017
9 H 2.0826 -0.3836 -1.2612  C2 1.097
10 H 0.9713 0.9782 -1.1662  C2 1.097
11 H 0.6952 -1.5818 0.5754  C3 1.090
12 H -2.4758 0.2361 -1.4885  C5 1.087
13 H -2.2614 1.2828 0.0035  C5 1.089
14 H -2.3932 -0.7427 1.3041  N6 1.017

## Properties
- HOMO energy: -8.8 eV
- Total charge: 0
- 2S+1: 1
- SMILES: NC/C=C1\CN1

Stability comparison, relative energies in hartree: #a 0.0770; #b 0.0000

#a
C4H8N2 | the ωB97M-V functional and the def2-TZVPD basis

Bonds (Å) are listed after each position.
Positions of all 14 atoms, in Å:
1 C 1.3901 0.5549 -1.0223  C2 1.526, H7 1.096, H8 1.096, H9 1.094
2 C 0.1765 0.8410 -0.1428  C1 1.526, C3 1.535, H10 1.095, H11 1.098
3 C -0.2999 -0.3663 0.6770  C2 1.535, N4 1.455, C5 1.487, H12 1.097
4 N -1.5281 -0.0356 1.3837  C3 1.455, H13 1.017, H14 1.015
5 C -0.4380 -1.5629 -0.1954  C3 1.487, N6 1.157
6 N -0.5761 -2.4884 -0.8766  C5 1.157
7 H 1.2123 -0.3094 -1.6717  C1 1.096
8 H 2.2833 0.3469 -0.4226  C1 1.096
9 H 1.6102 1.4128 -1.6644  C1 1.094
10 H 0.3868 1.6431 0.5726  C2 1.095
11 H -0.6621 1.1831 -0.7628  C2 1.098
12 H 0.4637 -0.6093 1.4259  C3 1.097
13 H -2.2773 0.1197 0.7143  N4 1.017
14 H -1.8199 -0.8061 1.9772  N4 1.015

## Properties
- HOMO energy: -10.4 eV
- Total charge: 0
- 2S+1: 1
- SMILES: CC[C@@H](N)C#N

#b
C4H8N2 | the ωB97M-V functional and the def2-TZVPD basis

Bonds (Å) are listed after each position.
Positions of all 14 atoms, in Å:
1 C -0.4795 1.3566 0.1719  N2 1.464, H7 1.101, H8 1.092, H9 1.110
2 N -0.4052 0.0069 -0.3902  C1 1.464, C3 1.475, C4 1.460
3 C -1.0453 -0.9253 0.5568  N2 1.475, H10 1.110, H11 1.092, H12 1.105
4 C 0.8414 -0.3479 -1.0626  N2 1.460, C5 1.478, H13 1.113, H14 1.108
5 C 1.9372 -0.4312 -0.0741  C4 1.478, N6 1.157
6 N 2.6008 -0.4408 0.8733  C5 1.157
7 H -1.5394 1.6415 0.2541  C1 1.101
8 H 0.0052 2.0722 -0.4947  C1 1.092
9 H -0.0429 1.4850 1.1839  C1 1.110
10 H -0.6538 -0.9013 1.5951  C3 1.110
11 H -1.0162 -1.9604 0.2088  C3 1.092
12 H -2.1124 -0.6519 0.6409  C3 1.105
13 H 1.1362 0.3906 -1.8416  C4 1.113
14 H 0.8021 -1.3012 -1.6250  C4 1.108

## Properties
- HOMO energy: -9.1 eV
- Total charge: 0
- 2S+1: 1
- SMILES: CN(C)CC#N

#c
C4H8N2 | the ωB97M-V functional and the def2-TZVPD basis

Bonds (Å) are listed after each position.
Positions of all 14 atoms, in Å:
1 C 1.8887 -0.1125 -0.0480  N2 1.462, C3 1.478, H7 1.087, H8 1.088
2 N 1.1039 -1.3055 0.2659  C1 1.462, C3 1.456, H9 1.020
3 C 0.6227 -0.3898 -0.7582  C1 1.478, N2 1.456, C4 1.502, H10 1.090
4 C -0.5795 0.4651 -0.4763  C3 1.502, C5 1.480, N6 1.459, H11 1.090
5 C -1.7510 -0.0893 0.2372  C4 1.480, N6 1.465, H12 1.088, H13 1.087
6 N -0.8203 0.8113 0.9209  C4 1.459, C5 1.465, H14 1.016
7 H 2.8466 -0.2931 -0.5291  C1 1.087
8 H 1.8657 0.7034 0.6716  C1 1.088
9 H 0.5907 -1.1349 1.1307  N2 1.020
10 H 0.6577 -0.7968 -1.7687  C3 1.090
11 H -0.7579 1.2526 -1.2079  C4 1.090
12 H -1.7018 -1.1168 0.5909  C5 1.088
13 H -2.7506 0.2603 -0.0101  C5 1.087
14 H -1.2150 1.7460 0.9808  N6 1.016

## Properties
- HOMO energy: -9.3 eV
- Total charge: 0
- 2S+1: 1
- SMILES: C1N[C@H]1[C@H]1CN1

#d
C4H8N2 | the ωB97M-V functional and the def2-TZVPD basis

Bonds (Å) are listed after each position.
Positions of all 14 atoms, in Å:
1 C -0.4184 1.8128 -0.3296  N2 1.446, C3 1.505, H7 1.090, H8 1.086
2 N 0.6370 1.6116 0.6378  C1 1.446, C3 1.476, H9 1.019
3 C 0.6730 0.8127 -0.6030  C1 1.505, N2 1.476, C4 1.462, H10 1.089
4 C 0.6513 -0.6431 -0.7401  C3 1.462, C5 1.493
5 C 0.3886 -1.4042 0.5170  C4 1.493, N6 1.490, H12 1.099, H13 1.098
6 N -1.0456 -1.4863 0.1216  C5 1.490, H11 1.039, H14 1.016
7 H -0.3708 2.7692 -0.8512  C1 1.090
8 H -1.4211 1.4592 -0.1082  C1 1.086
9 H 0.2819 1.0458 1.4075  N2 1.019
10 H 1.4252 1.1564 -1.3118  C3 1.089
11 H -0.9480 -1.4329 -0.9115  N6 1.039
12 H 0.5225 -0.8912 1.4793  C5 1.099
13 H 0.9139 -2.3682 0.5483  C5 1.098
14 H -1.3679 -2.4408 0.2495  N6 1.016

## Properties
- HOMO energy: -8.5 eV
- Total charge: 0
- 2S+1: 1

Stability comparison, relative energies in hartree: #a 0.0000; #b 0.0296; #c 0.0694; #d 0.1880

#a
C4H8N2 | the ωB97M-V functional and the def2-TZVPD basis

Bonds (Å) are listed after each position.
Positions of all 14 atoms, in Å:
1 C -3.3190 0.0269 0.2172  N2 1.416, H7 1.129, H8 1.059
2 N -2.2069 -0.6284 -0.3638  C1 1.416, N3 1.475
3 N -1.1879 0.4381 -0.3793  N2 1.475, C4 1.334
4 C 0.0012 -0.1459 -0.2207  N3 1.334, C5 1.536, H9 1.075
5 C 1.3143 0.6475 -0.1409  C4 1.536, C6 1.594, H10 1.072, H11 1.122
6 C 2.4278 -0.4747 0.0614  C5 1.594, H12 1.112, H13 1.114, H14 1.124
7 H -3.3242 1.1303 0.4562  C1 1.129
8 H -4.2895 -0.3821 0.3246  C1 1.059
9 H -0.0871 -1.2114 -0.1124  C4 1.075
10 H 1.2047 1.3128 0.6922  C5 1.072
11 H 1.3667 1.2824 -1.0645  C5 1.122
12 H 2.4244 -1.2437 -0.7423  C6 1.112
13 H 2.2337 -0.7529 1.1225  C6 1.114
14 H 3.4417 0.0011 0.1498  C6 1.124

## Properties
- HOMO energy: -9.5 eV
- Total charge: 0
- 2S+1: 1
- SMILES: C=N/N=C/CC

#b
C4H8N2 | the ωB97M-V functional and the def2-TZVPD basis

Bonds (Å) are listed after each position.
Positions of all 14 atoms, in Å:
1 C 2.4326 -0.0479 0.1461  C2 1.524, H5 1.090, H6 1.091, H7 1.089
2 C 1.0533 0.4106 0.6042  C1 1.524, C3 1.633, H8 1.092, H9 1.093
3 C -0.0353 -0.6731 0.0492  C2 1.633, N4 1.158
4 N -0.3805 -1.7781 0.0747  C3 1.158
5 H 2.5192 -0.0139 -0.9396  C1 1.090
6 H 3.2188 0.5795 0.5682  C1 1.091
7 H 2.6202 -1.0757 0.4534  C1 1.089
8 H 0.8388 1.4235 0.2584  C2 1.092
9 H 0.9654 0.3697 1.6928  C2 1.093
10 C -2.8732 0.4426 -0.3466  N11 1.276, H12 1.088, H13 1.085
11 N -1.9972 0.0282 -1.1772  C10 1.276, H14 1.019
12 H -2.8016 0.3567 0.7357  C10 1.088
13 H -3.7619 0.9281 -0.7361  C10 1.085
14 H -1.7985 -0.9501 -1.3832  N11 1.019

## Properties
- HOMO energy: -8.0 eV
- Total charge: 0
- 2S+1: 1
- SMILES: CCC#N.C=N

Stability comparison, relative energies in hartree: #a 0.0000; #b 0.0228

#a
C3H4ClNOS | the ωB97M-V functional and the def2-TZVPD basis

Bonds (Å) are listed after each position.
Positions of all 11 atoms, in Å:
1 N 1.7401 -0.3339 0.0004  C2 1.350, H8 1.027, H9 1.061
2 C 0.9194 0.7366 -0.0493  N1 1.350, C3 1.338, H10 1.053
3 C -0.4129 0.8580 -0.0452  C2 1.338, Cl4 1.716, C5 1.455
4 Cl -1.1416 2.4066 0.0754  C3 1.716
5 C -1.3595 -0.2462 0.0033  C3 1.455, O6 1.322, S7 1.664
6 O -0.7952 -1.4312 0.1642  C5 1.322, H11 0.986
7 S -3.0196 -0.1394 -0.0304  C5 1.664
8 H 1.4743 -1.3248 0.0412  N1 1.027
9 H 2.7897 -0.1766 -0.0149  N1 1.061
10 H 1.3442 1.6984 -0.1112  C2 1.053
11 H -1.5390 -2.0475 -0.0334  O6 0.986

## Properties
- HOMO energy: -8.4 eV
- Total charge: 0
- 2S+1: 1
- SMILES: N/C=C(/Cl)C(O)=S

#b
C3H4ClNOS | the ωB97M-V functional and the def2-TZVPD basis

Bonds (Å) are listed after each position.
Positions of all 11 atoms, in Å:
1 O 1.3185 -0.7949 -1.7209  C2 1.194
2 C 0.5837 -0.4600 -0.8416  O1 1.194, C3 1.514, N6 1.391
3 C -0.0706 -1.2285 0.2874  C2 1.514, Cl4 1.786, C5 1.552, H8 1.110
4 Cl -1.2622 -2.4265 -0.2926  C3 1.786
5 C -0.6322 0.1191 0.8145  C3 1.552, N6 1.498, H9 1.085, H10 1.107
6 N 0.0178 0.7277 -0.3906  C2 1.391, C5 1.498, S7 1.693
7 S 0.0693 2.3075 -0.9984  N6 1.693, H11 1.381
8 H 0.6704 -1.7028 0.9642  C3 1.110
9 H -1.7089 0.2512 0.8277  C5 1.085
10 H -0.2381 0.4546 1.7931  C5 1.107
11 H 1.2522 2.7526 -0.4428  S7 1.381

## Properties
- HOMO energy: -10.0 eV
- Total charge: 0
- 2S+1: 1
- SMILES: O=C1[C@H](Cl)CN1S

Stability comparison, relative energies in hartree: #a 0.0000; #b 0.0080